16
Properties=species:S:1:pos:R:3:mulliken_charge:R:1 method="wB97M-V/def2-TZVPD" smiles="CC(C)(I)N=C=O.O" homo_ev=-9.507 homo_lumo_gap_ev=7.87 de_lowest_ev=3.6622 multiplicity=1
C 1.46979 -0.42934 1.14514 -0.77
C 0.41840 0.22991 0.33320 0.33
C 0.66387 1.54055 -0.27186 -1.16
I -1.46759 0.77595 2.14287 -0.08
N -0.02322 -0.48103 -1.10614 -0.39
C -0.75855 -1.35628 -1.59179 0.52
O -1.26008 -1.97265 -2.43889 -0.38
H 1.20869 -0.61338 2.24331 0.27
H 1.80322 -1.29168 0.47541 0.30
H 2.29304 0.42468 1.24277 0.24
H -0.22541 1.97334 -0.72987 0.40
H 1.01245 2.28640 0.53093 0.38
H 1.56249 1.47898 -0.99680 0.35
O -4.88492 -0.87171 -2.19860 -0.61
H -4.38112 -0.56125 -1.52274 0.30
H -5.40408 -0.38625 -2.81623 0.31

=====

61
Properties=species:S:1:pos:R:3:mulliken_charge:R:1 method="wB97M-V/def2-TZVPD" homo_ev=-4.324 homo_lumo_gap_ev=6.64 de_lowest_ev=0.0000 multiplicity=1 charge=-1
C 0.85383 0.21020 -1.93727 0.98
N -0.27351 -0.42256 -1.23215 1.06
C 0.16677 -1.17452 -0.01450 0.89
C -0.85436 -2.22737 0.36160 -1.53
S -0.20026 -3.34524 1.69134 -0.54
C 0.32696 -0.17610 1.13968 -1.71
C 0.35070 0.79004 -3.24193 -1.85
H 1.34618 0.99561 -1.34255 -0.16
H 1.57866 -0.58671 -2.07257 -0.43
H -0.90734 0.32206 -0.93961 -0.15
H 1.13528 -1.61348 -0.26184 -0.23
H -1.69525 -1.72929 0.80199 0.35
H -1.11183 -2.88489 -0.46375 0.41
H 1.11241 -0.39745 1.83975 0.42
H -0.63265 -0.03130 1.63145 0.24
H 0.64345 0.80135 0.78952 0.71
H -0.61348 1.28765 -3.30568 0.32
H 1.06442 1.51390 -3.65702 0.44
H 0.39893 0.03518 -4.03594 0.42
H -1.46044 3.16335 1.99556 0.35
H -0.31085 3.49072 2.97094 0.34
O -1.27363 3.55049 2.86046 -0.70
H -4.69161 0.47516 -1.33110 0.28
H -3.47334 -0.06069 -2.07385 0.41
O -3.88072 0.77440 -1.74797 -0.62
H -2.48183 2.15466 -0.50973 0.21
H -2.10796 1.17929 0.65781 0.23
O -1.74630 1.85688 0.04666 -0.56
H -0.20831 3.81273 0.49000 0.34
H 0.01169 2.76052 -0.45469 0.35
O 0.47371 3.56372 -0.14808 -0.72
H 2.18773 -3.81084 0.38640 0.29
H 1.34394 -4.89633 -0.15702 0.33
O 2.20438 -4.47444 -0.31642 -0.76
H -3.28757 -3.68134 2.10289 0.30
H -2.41010 -4.10356 0.87600 0.34
O -3.26275 -4.24244 1.32336 -0.67
H 1.10178 3.34186 1.86801 0.28
H 2.65068 3.20552 2.22918 0.30
O 1.81289 3.59026 2.45648 -0.66
H -1.61192 -1.46718 -2.62348 0.27
H -2.54932 -2.22047 -1.75886 0.38
O -2.56401 -1.60476 -2.50082 -0.82
H -3.41154 -0.45390 2.14467 0.27
H -2.87154 0.81522 2.79165 0.34
O -3.21807 0.46758 1.93917 -0.68
H -2.37308 2.15480 3.83202 0.42
H -1.57684 1.33145 4.82080 0.31
O -2.45420 1.36591 4.40504 -0.72
H 1.26860 -2.44756 -2.38909 0.24
H 2.34462 -3.16316 -1.57867 0.41
O 2.22882 -2.50887 -2.30489 -0.70
H 3.62787 -1.30273 -2.68628 0.33
H 3.46614 0.23126 -2.55250 0.39
O 4.11782 -0.47407 -2.50244 -0.73
H 3.09430 2.10373 0.30941 0.32
H 4.56843 2.32327 0.12025 0.33
O 3.73338 2.79289 0.04300 -0.63
H 3.74383 -0.41899 -0.30369 0.37
H 2.92893 -0.55220 0.95283 0.25
O 3.62747 0.01079 0.56645 -0.68

=====

no.,total energy (eV)
1,-17960.3772
2,-46827.7374